The following is a quantum chemistry calculation of C39H38ClCoN2O8PS as an isolated structure, from OMol25.

```
91
Properties=species:S:1:pos:R:3:forces:R:3
Co -1.937 -21.687 9.923 -2.3 2.1 -0.5
C -1.251 -14.736 10.417 0.5 1.5 1.3
O -1.201 -15.364 11.710 -0.4 2.3 -0.7
C -1.590 -16.611 11.805 0.1 -3.0 -0.3
C -1.921 -17.051 13.117 0.1 -1.2 -0.3
C -2.019 -18.427 13.392 0.4 3.0 -1.5
C -1.781 -19.310 12.362 -0.6 -1.9 -2.0
C -1.705 -20.738 12.606 1.3 0.8 -0.8
C -1.834 -21.212 14.015 0.3 0.2 -0.1
O -1.265 -21.567 11.750 -1.2 0.0 1.5
C -1.656 -18.847 10.964 0.3 -3.4 -1.3
O -1.582 -19.663 9.915 -0.1 1.4 2.4
C -1.518 -17.509 10.716 0.0 2.6 0.0
H -1.079 -13.668 10.714 -0.1 -0.8 -0.7
H -2.227 -14.790 9.923 0.2 -0.4 0.1
H -0.429 -15.087 9.798 -0.1 -0.1 -0.2
H -2.000 -16.327 13.905 0.0 0.3 0.2
H -2.241 -18.691 14.384 -0.2 -0.6 1.0
H -2.838 -21.124 14.386 -0.7 -0.4 -0.1
H -1.286 -20.551 14.672 0.5 0.0 0.2
H -1.440 -22.211 14.031 -0.1 -0.5 0.4
H -1.362 -17.215 9.639 -0.2 -0.2 1.4
C 0.878 -24.469 6.682 -0.6 0.1 1.1
O -0.112 -24.032 7.726 1.2 -0.9 -1.7
C 0.052 -23.135 8.685 -0.6 1.0 2.2
O -0.765 -23.161 9.640 2.6 -1.6 -1.8
N 1.090 -22.252 8.668 -0.8 -1.4 -1.4
N 1.417 -21.463 9.782 0.2 -1.0 0.9
H 0.439 -24.262 5.694 0.1 -0.1 0.5
H 1.027 -25.556 6.855 -0.3 0.7 -0.2
H 1.871 -24.003 6.741 -0.4 0.1 0.2
H 1.780 -22.414 7.941 0.1 0.4 0.7
H 1.466 -20.496 9.516 -0.7 0.3 -0.1
H 0.705 -21.645 10.519 0.5 0.4 -0.8
C 0.795 -16.581 6.397 -1.6 1.7 0.6
C -0.610 -16.462 5.762 -1.1 -1.8 0.7
C -1.194 -15.372 5.118 0.6 1.1 0.0
C -2.539 -15.273 4.818 -0.3 -1.4 -0.3
Cl -3.217 -13.803 4.187 0.2 0.3 -0.2
C -3.420 -16.372 4.972 1.7 2.0 0.2
C -2.904 -17.461 5.585 1.0 -2.1 1.5
C -1.531 -17.511 5.991 -0.5 0.2 0.2
O -1.126 -18.539 6.800 0.3 -0.5 -1.0
C -1.439 -19.893 6.366 -0.5 0.5 -0.1
C -2.439 -20.494 7.381 -2.2 -0.7 1.1
O -3.575 -19.980 7.504 2.4 -0.6 -0.7
O -2.031 -21.565 8.017 0.4 1.2 -1.6
H 1.233 -15.571 6.366 0.1 -0.3 0.2
H 1.448 -17.234 5.889 0.6 -0.9 -0.7
H 0.719 -16.931 7.457 -0.1 0.3 -0.9
H -0.592 -14.510 4.855 0.2 0.1 0.2
H -4.429 -16.183 4.747 -1.2 -0.3 -0.2
H -3.505 -18.315 5.992 0.3 0.8 -0.6
H -0.516 -20.457 6.278 0.3 0.0 0.5
H -1.849 -19.898 5.334 -0.2 0.3 0.6
S -4.738 -20.788 10.773 -2.2 3.2 1.9
C -4.113 -22.032 10.035 3.3 -4.9 -1.3
C -2.093 -27.175 10.671 0.3 0.5 0.8
C -1.974 -25.914 11.266 -1.0 0.4 0.2
C -2.896 -24.894 10.933 0.3 -0.4 -0.5
C -3.717 -25.022 9.797 0.8 -0.3 1.1
C -3.798 -26.307 9.269 -1.3 1.0 -1.8
C -3.110 -27.386 9.764 0.5 0.6 0.2
P -4.822 -23.581 9.544 1.3 3.3 1.4
C -5.323 -23.261 7.844 0.0 -1.5 1.1
C -4.407 -23.478 6.842 1.3 0.3 -1.2
C -4.750 -23.124 5.521 -1.5 -0.1 1.3
C -6.070 -22.716 5.210 0.6 0.2 1.4
C -6.965 -22.483 6.300 0.7 0.3 -1.0
C -6.569 -22.701 7.615 -0.8 -0.5 -0.7
C -6.224 -24.032 10.561 -0.6 0.1 -2.3
C -6.957 -25.065 10.049 -1.5 -1.5 0.8
C -8.032 -25.557 10.846 0.1 -1.3 -2.1
C -8.511 -24.920 11.946 1.2 1.4 0.9
C -7.745 -23.778 12.397 -2.7 -0.7 -0.1
C -6.694 -23.326 11.649 1.8 1.1 2.5
H -1.417 -27.977 10.969 -0.3 0.1 0.0
H -1.286 -25.750 12.098 -0.1 0.0 -0.4
H -3.030 -23.980 11.497 0.6 0.1 0.1
H -4.417 -26.411 8.363 0.0 -0.3 0.6
H -3.395 -28.359 9.482 0.1 -1.1 -0.7
H -3.354 -23.821 7.078 -1.4 0.4 -0.3
H -3.984 -23.157 4.797 0.6 -0.2 -1.0
H -6.349 -22.521 4.169 0.0 0.0 0.5
H -7.935 -22.031 6.102 0.0 -0.3 0.0
H -7.281 -22.608 8.439 0.3 0.3 -0.3
H -6.765 -25.517 9.051 0.1 0.2 1.0
H -8.496 -26.509 10.530 0.0 0.7 0.0
H -9.421 -25.311 12.411 0.5 0.3 0.2
H -8.133 -23.181 13.244 0.5 -0.5 -0.5
H -6.092 -22.484 12.094 -0.7 -0.8 -1.0
```
Positions in Å, forces in eV/Å.

Values from the calculation:
**Calculated total energy**: -130688.864 eV
**Multiplicity**: 3
**Total charge**: -1
**Gap between HOMO and LUMO (alpha / beta)**: 3.6 / 4.4 eV
**Molar mass**: 820.2 Da
**F_max**: 6.10 eV Å⁻¹